Here is C4H10N4O2 as an isolated structure in a non-equilibrium geometry from the OMol25 dataset. Energies are from wB97M-V/def2-TZVPD.

XYZ file:
```
20
Properties=species:S:1:pos:R:3:forces:R:3
C -1.2318 2.7365 0.8339 2.430 0.715 2.977
C -0.2963 0.4211 0.4683 -4.227 -5.494 -3.738
C 0.5774 -0.1240 -0.9010 -4.385 3.602 2.152
C 0.9671 -2.6347 -0.3097 -1.627 -0.188 2.197
H -1.9167 3.6112 0.5537 0.833 -1.886 0.007
H -1.3570 2.5389 2.1314 0.146 0.400 -4.044
H 0.0226 3.2192 0.8074 -4.038 -1.815 -0.367
H 0.1592 0.9173 1.1241 4.729 3.915 4.941
H -0.8266 -0.4028 1.1743 0.958 1.292 -2.223
H 1.1111 0.9024 -1.0847 -0.928 -2.319 -0.662
H -0.5971 -0.2995 -1.3460 4.147 -0.239 -0.491
H 1.3743 -3.8775 -0.7205 -1.196 4.792 0.822
H -0.1937 -2.4023 -0.4412 2.394 -1.215 -0.068
H 1.0689 -2.6300 0.9362 0.128 -0.210 -3.471
N -1.3500 1.4068 0.0594 2.909 1.476 2.144
N 1.5023 -1.1811 -0.7321 -0.905 -2.813 0.463
N 2.8054 -1.0138 -0.7322 0.096 -3.709 -0.387
N -2.5103 1.0373 -0.3355 -2.317 2.250 -0.262
O 3.3205 -2.1756 -0.6642 0.339 3.209 0.247
O -2.6292 -0.0494 -0.8217 0.512 -1.758 -0.237
```
Forces are in eV/Å.

## Properties
DFT total energy, eV: -14354.7331
LUMO level, eV: 0.37
Molar mass, g/mol: 146.15

=====

Here is C13H20IN4O8PtS3 as an isolated structure from the OMol25 dataset. Energies are from wB97M-V/def2-TZVPD.

XYZ file:
```
50
Properties=species:S:1:pos:R:3:forces:R:3
Pt -1.1596 1.0803 0.9952 -0.244 -0.021 0.246
O -1.2228 4.6412 -0.2701 -0.054 -0.051 -0.094
S -1.2972 3.7439 0.8349 0.220 -0.166 -0.266
O -1.5175 4.3241 2.1308 -0.159 0.250 -0.086
O -0.0672 2.7802 0.8734 0.039 0.001 0.160
O -2.3550 2.6278 0.5596 0.012 -0.117 0.264
N 0.3188 3.4763 3.9050 -0.154 0.157 0.032
C 0.3467 2.1683 3.7915 -0.345 0.152 -0.009
N 1.4752 1.4896 3.9365 0.172 -0.164 -0.129
S -1.1537 1.3101 3.5601 -0.188 -0.075 -0.110
H 1.1671 4.0084 4.0317 -0.031 0.011 -0.005
H -0.5261 3.9636 3.5661 0.413 -0.227 0.083
H 2.3662 1.9542 4.0137 0.011 -0.036 0.002
H 1.4561 0.4921 3.7873 -0.012 0.075 0.083
I -3.7311 4.6733 -3.3797 0.006 0.045 0.006
C -3.7092 2.8796 -2.4499 0.035 -0.037 0.012
C -4.7838 2.4999 -1.6230 -0.089 -0.165 0.149
C -4.7070 1.3274 -0.9212 -0.162 0.243 0.012
C -3.5328 0.5535 -0.9824 0.173 -0.141 0.220
C -2.5299 0.8510 -1.9272 0.202 0.109 -0.251
C -2.5961 2.0231 -2.6327 0.078 -0.304 0.167
C -3.3587 -0.5599 0.0235 0.104 0.189 0.231
O -4.1568 -1.4620 -0.1245 -0.059 -0.052 -0.168
O -2.4491 -0.4911 0.9315 -0.061 0.061 -0.298
H -5.6365 3.1545 -1.5213 -0.048 -0.013 0.012
H -5.4976 1.0157 -0.2533 -0.048 0.031 -0.005
H -1.6762 0.1871 -2.0303 -0.077 0.109 0.012
H -1.7940 2.3304 -3.2871 0.030 -0.039 -0.038
C 1.8089 -2.8986 -3.1803 -0.003 0.006 -0.014
C 3.0388 -2.4128 -2.4329 0.242 -0.118 -0.040
N 2.7683 -1.2448 -1.6020 -0.178 0.280 -0.105
C 2.5587 -1.1319 -0.2957 0.277 -0.299 0.018
S 2.4242 0.4661 0.3462 -0.086 0.000 0.024
N 2.4881 -2.1561 0.5446 -0.113 0.245 0.171
C 2.1813 -3.5691 0.3159 -0.126 -0.109 -0.134
C 3.3763 -4.4697 0.5677 -0.026 -0.009 0.004
H 2.0679 -3.7462 -3.8102 0.017 -0.065 -0.043
H 1.4168 -2.1128 -3.8242 -0.018 0.039 -0.031
H 1.0124 -3.2053 -2.5035 -0.028 0.002 0.007
H 3.8081 -2.1082 -3.1449 -0.023 -0.033 0.028
H 3.4854 -3.1921 -1.8166 -0.055 0.076 -0.080
H 2.7384 -0.3538 -2.0776 -0.025 -0.081 -0.008
H 2.3854 -1.8542 1.5038 -0.014 -0.035 0.010
H 1.7828 -3.6926 -0.6903 0.048 -0.009 0.174
H 1.3682 -3.8165 1.0008 0.028 0.000 -0.015
H 4.1821 -4.2801 -0.1387 0.060 0.012 -0.032
H 3.0791 -5.5120 0.4779 -0.012 -0.068 -0.011
H 3.7706 -4.3169 1.5702 0.011 0.003 0.063
O 0.2622 -0.4083 1.2702 0.228 0.553 0.193
O 0.3237 -1.0268 2.3812 0.034 -0.212 -0.409
```
Forces are in eV/Å.

## Properties
DFT total energy, eV: -79986.8289
⟨S²⟩: 6.04
Total charge: +1
LUMO level (spin up / spin down), eV: -2.94 / -6.89
Multiplicity: 5
Molar mass, g/mol: 778.51

=====

Here is a 3-piece molecular cluster, C33H55F4N4O12 overall in a non-equilibrium geometry from the OMol25 dataset. Energies are from wB97M-V/def2-TZVPD.

XYZ file:
```
108
Properties=species:S:1:pos:R:3:forces:R:3
C -1.1566 -4.2245 3.4718 -0.711 1.080 -0.410
C -0.8948 -3.4269 2.0688 0.179 0.418 0.376
C 0.3101 -4.0907 1.1732 -1.768 1.317 1.777
F 1.5430 -3.6233 1.7665 -1.370 -0.791 -1.474
C 0.0627 -3.6628 -0.3571 -0.230 -1.088 -0.682
C 0.3043 -2.0954 -0.7056 -3.047 0.931 0.549
F 0.6100 -1.2485 0.4151 0.021 -1.921 -1.899
C -1.0829 -1.4800 -1.3426 -0.073 0.108 1.079
C -1.1171 0.1387 -1.3447 -0.380 0.376 -0.207
C -1.7408 0.7745 0.0324 0.548 -0.361 -0.051
C -3.2622 1.2808 -0.2516 0.300 -0.592 0.343
C -0.7739 1.9386 0.6627 -0.372 -0.126 -0.025
C -0.4773 3.1528 -0.3575 0.641 0.397 0.126
C 0.9951 3.1426 -1.0059 1.656 0.238 1.199
C 2.2158 3.4409 -0.3284 -1.292 -0.490 -1.547
C 2.4904 3.2958 1.2458 0.664 0.745 -0.189
C 3.4656 3.9580 -1.2364 0.174 -0.985 0.385
N 1.3567 -1.8282 -1.7419 -0.454 0.389 0.403
C 2.6124 -2.6164 -1.6185 3.239 -1.849 -2.377
N 3.5791 -2.1715 -0.5760 0.451 0.762 -0.626
C 4.8841 -2.9243 -0.7967 3.915 -1.727 -1.970
C 5.3487 -4.0898 0.2474 -1.233 0.186 -0.738
O 5.6429 -2.7378 -1.7853 -3.786 -0.131 3.788
C 3.9822 -0.7437 -0.7072 0.756 4.607 -1.465
C 4.0411 0.1048 0.6824 -0.468 -1.955 0.049
O 4.2333 -0.1279 -1.7812 -1.582 -3.214 3.619
C 2.3698 -4.1969 -1.4073 -0.860 -0.383 0.791
C 0.7851 -4.6407 -1.4685 2.379 -0.078 1.722
C 0.8127 -6.1985 -1.0163 0.172 0.068 2.317
O 1.4509 -7.0832 -1.9732 -1.477 2.981 -0.860
N 2.3213 -7.9569 -1.3826 -0.611 -3.103 1.747
O 1.7169 -8.8261 -0.8305 1.545 1.470 -0.716
N 0.1607 -4.4789 -2.8082 -0.253 -0.255 0.860
C -1.1392 -5.1042 -3.0049 -3.000 -0.693 -7.206
O -1.5573 -5.1894 -4.2022 2.036 0.465 6.263
F -2.0445 -5.5777 -2.0161 3.327 1.627 -1.079
C 1.0731 -4.6092 -3.9498 1.562 -5.155 -5.075
O 1.3075 -5.6711 -4.5923 -1.433 5.890 3.965
F 1.7547 -3.4434 -4.4915 -2.192 -1.806 2.573
H -0.5374 -5.1863 3.5283 -1.064 1.382 0.062
H -2.3000 -4.4084 3.5376 2.078 -0.110 -0.006
H -0.9164 -3.5062 4.3511 -0.172 -1.492 -1.494
H -0.6265 -2.3427 2.3708 -0.164 -1.759 -0.841
H -1.8633 -3.3313 1.4306 1.644 -0.474 1.119
H 0.2264 -5.2073 1.4081 0.400 1.480 -0.939
H -1.0754 -3.8309 -0.5393 2.000 0.339 0.564
H -1.3182 -1.9595 -2.3704 0.636 0.739 1.540
H -1.9273 -1.8253 -0.6281 1.384 0.502 -1.181
H -1.7788 0.4529 -2.2458 1.189 -0.494 1.551
H -0.1012 0.6492 -1.5060 -1.146 -0.969 0.076
H -1.7408 -0.0786 0.8241 -0.180 1.421 -1.344
H -3.9470 0.7095 0.4825 0.916 1.346 -1.060
H -3.3044 2.4196 -0.1144 -0.224 -1.775 -0.129
H -3.6438 1.0058 -1.3120 0.820 0.553 1.744
H -1.2757 2.3352 1.6343 0.701 -0.668 -1.737
H 0.2521 1.5217 1.0015 -1.806 0.335 -0.663
H -0.5751 4.1508 0.2318 0.171 -1.692 -1.086
H -1.2377 3.2122 -1.2276 1.156 -0.218 1.489
H 1.0616 2.9050 -2.1349 -0.136 1.045 1.809
H 2.0508 2.3520 1.7237 0.394 1.488 -0.847
H 3.6432 3.2261 1.3886 -1.990 0.128 -0.278
H 2.1682 4.2181 1.8650 0.334 -1.461 -1.042
H 4.4701 3.8375 -0.6655 -1.752 0.307 -0.898
H 3.5736 3.3268 -2.1928 -0.335 0.910 1.401
H 3.3530 5.0504 -1.5670 -0.011 -1.589 0.716
H 0.8997 -2.0158 -2.6695 0.675 -0.155 0.720
H 1.4878 -0.7838 -1.7467 0.344 -0.832 0.131
H 3.1689 -2.5133 -2.6378 -1.288 0.101 1.492
H 6.4749 -4.2610 0.1418 -1.744 0.527 0.209
H 4.9866 -3.8984 1.3168 0.641 -0.211 -1.604
H 4.8247 -5.0528 -0.1449 0.903 1.557 0.753
H 4.3519 -0.6681 1.4911 -0.319 1.532 -1.160
H 4.7369 1.0089 0.6209 -1.089 -1.483 -0.121
H 2.9585 0.4148 0.9750 1.835 -0.469 -0.735
H 3.0411 -4.8691 -2.0621 -1.139 1.348 0.645
H 2.6706 -4.4596 -0.3137 -0.658 0.696 -1.863
H 1.4833 -6.2248 -0.0632 -1.246 0.110 -1.528
H -0.1998 -6.6167 -0.6823 1.229 0.732 -0.785
C -1.8181 9.1028 -1.8263 0.086 0.117 -0.272
C -1.1367 7.9799 -1.0672 -0.279 0.535 0.263
O -0.4868 7.0676 -1.9633 0.545 -0.157 -0.136
C 0.6707 7.5002 -2.4937 -0.161 0.194 -0.074
O 1.2015 8.5641 -2.2783 -0.223 -0.660 -0.045
O 1.1268 6.5507 -3.3328 -0.238 0.176 0.434
C 2.3025 6.9276 -4.0458 0.424 0.075 -0.311
H -2.5013 8.6981 -2.5783 -0.037 -0.024 0.182
H -2.3808 9.7437 -1.1434 0.031 -0.101 -0.030
H -1.0933 9.7234 -2.3574 0.004 -0.048 0.173
H -1.8872 7.4025 -0.5240 0.170 -0.221 -0.193
H -0.4260 8.3631 -0.3278 0.048 -0.039 -0.253
H 3.0934 7.2518 -3.3652 -0.188 0.110 -0.071
H 2.0653 7.7166 -4.7645 0.113 0.006 0.199
H 2.6586 6.0549 -4.5957 -0.283 -0.029 0.160
C -7.3685 0.1066 3.4485 0.061 0.320 -0.014
C -6.6372 -0.9899 4.1974 -0.676 0.044 -0.033
O -5.2283 -0.7271 4.2501 0.505 0.265 0.471
C -4.8448 0.2212 5.1303 -0.229 0.069 -0.181
O -5.5698 0.8484 5.8648 0.500 -0.457 -0.402
O -3.5077 0.3709 5.0268 -0.564 -0.321 -0.077
C -2.9851 1.4226 5.8323 0.288 0.427 0.304
H -6.9310 0.2503 2.4563 -0.092 -0.155 0.025
H -8.4268 -0.1406 3.3373 0.107 -0.033 -0.004
H -7.2954 1.0640 3.9688 -0.052 -0.154 0.069
H -6.7598 -1.9348 3.6648 0.338 0.044 0.052
H -7.0395 -1.1326 5.2054 0.180 0.176 -0.081
H -3.2809 1.3080 6.8775 -0.104 0.071 -0.192
H -3.3161 2.3885 5.4411 -0.066 -0.104 0.191
H -1.8962 1.3810 5.7759 -0.166 -0.204 -0.169
```
Forces are in eV/Å.

## Properties
DFT total energy, eV: -76495.0152
Total charge: +1
LUMO level, eV: -3.39
Molar mass, g/mol: 775.81

=====

Here is C25H28F5NiO2 as an isolated structure in a non-equilibrium geometry from the OMol25 dataset. Energies are from wB97M-V/def2-TZVPD.

XYZ file:
```
61
Properties=species:S:1:pos:R:3:forces:R:3
O 2.4890 1.4475 0.0377 2.121 0.363 -1.162
C 3.5210 0.8254 -0.8491 -0.565 -0.734 -0.075
C 4.2884 2.1163 -1.0840 -0.532 -0.650 0.288
H 3.1125 0.4466 -1.7989 -0.138 -0.233 0.659
H 4.0564 0.0497 -0.2804 -0.176 0.157 -0.309
C 3.3052 2.6671 -0.0315 0.408 0.617 -0.242
H 4.1504 2.5067 -2.0992 0.076 0.008 0.325
H 5.3418 2.0431 -0.8203 -0.011 0.360 0.075
C 2.5369 3.8631 -0.5571 -0.042 0.201 0.237
H 1.7838 3.5637 -1.2993 0.215 0.026 0.280
H 3.2443 4.5525 -1.0401 -0.169 -0.093 0.146
H 2.0691 4.3885 0.2767 -0.301 0.068 -0.152
C 3.9965 2.9034 1.2936 -0.197 0.112 -0.068
H 4.5139 1.9876 1.6029 -0.015 0.242 -0.012
H 3.2501 3.1598 2.0449 0.059 0.013 0.150
H 4.7103 3.7297 1.1813 -0.070 -0.159 0.163
Ni -1.7288 -0.1669 1.4392 -1.876 -1.392 -2.503
C -1.6121 -0.9258 3.1992 1.046 -1.462 1.265
C -1.4536 -2.0348 2.2603 1.426 -1.233 2.435
C -0.0505 -2.1893 2.0030 -1.240 0.299 -0.058
H -2.2128 -2.7934 2.0809 0.257 0.386 -0.125
C 0.6343 -1.1301 2.6442 -0.625 0.459 1.024
C -0.2916 -0.3443 3.3699 0.416 -1.793 0.932
H -0.0264 0.4551 4.0672 -0.178 -0.241 -0.517
H -2.5121 -0.7359 3.7931 0.455 0.037 -0.358
H 0.4049 -3.0446 1.5115 -0.141 0.371 -0.254
H 1.7055 -0.9840 2.6672 -0.004 0.095 -0.210
C -3.0246 1.7172 2.2487 0.231 0.259 -1.006
C -1.6521 1.9317 2.5019 0.089 0.884 -0.885
C -0.9287 1.7020 1.2920 -0.401 1.733 -0.421
H -1.2363 2.2666 3.4440 0.017 -0.363 -0.120
C -1.8895 1.3911 0.2528 0.063 1.747 0.026
C -3.1801 1.4137 0.8667 0.129 0.967 0.335
H -4.1258 1.3291 0.3523 0.067 -0.388 0.066
H -3.8335 1.8225 2.9571 0.050 -0.188 0.034
H 0.1222 1.8887 1.1116 -0.050 -0.266 0.150
H -1.6938 1.3455 -0.8131 -0.012 -0.125 0.282
O 1.1781 -0.0613 -3.1223 0.415 -0.989 0.249
C 0.7532 -0.1959 -1.7550 -0.298 0.857 0.692
C 1.1758 -1.5677 -1.2057 0.300 0.333 -0.624
H -0.3321 -0.0204 -1.6819 0.603 -0.245 -0.226
H 1.2355 0.5936 -1.1659 -0.512 -0.263 -0.438
C 1.6461 -2.3587 -2.4410 -0.077 0.179 0.007
H 0.3185 -2.0522 -0.7859 0.323 -0.110 0.598
H 1.9522 -1.4442 -0.4517 0.025 -0.126 -0.018
C 1.5800 -1.3566 -3.5992 -0.124 0.247 -0.412
H 0.9668 -3.1910 -2.6452 0.126 0.039 0.093
H 2.6563 -2.7641 -2.3248 -0.130 0.059 0.013
H 0.8620 -1.6910 -4.3589 0.074 0.067 0.038
H 2.5554 -1.2500 -4.0772 0.041 0.084 -0.137
F -4.9468 -1.3327 1.6036 0.082 -0.034 -0.324
C -4.3719 -1.7183 0.4289 -0.088 -0.342 -1.162
C -3.0580 -1.3904 0.1323 -0.112 -0.132 0.028
C -2.6443 -1.9109 -1.0689 -0.306 -0.408 -0.710
F -1.3595 -1.7833 -1.4906 -0.626 0.119 -0.014
C -3.3907 -2.6483 -1.9945 0.191 0.142 0.745
F -2.8284 -3.0698 -3.1450 -0.223 -0.102 0.130
C -4.6811 -2.9869 -1.6511 0.053 0.540 0.305
F -5.4075 -3.7951 -2.4451 -0.197 0.211 0.143
C -5.1846 -2.4500 -0.4606 0.345 -0.049 0.660
F -6.4595 -2.7196 -0.1210 -0.264 -0.158 -0.033
```
Forces are in eV/Å.

## Properties
DFT total energy, eV: -85099.6669
⟨S²⟩: 2.02
Total charge: -1
LUMO level (spin up / spin down), eV: 2.56 / 2.56
Multiplicity: 3
Molar mass, g/mol: 514.18